(1)
106
Properties=species:S:1:pos:R:3:mulliken_charge:R:1 method="wB97M-V/def2-TZVPD" multiplicity=1 max_force_ev_per_a=0.32 total_energy_ev=-96407.0484 charge=-2 gap_ev=5.252 de_lowest_ev=0.107
H -0.8475 4.5638 3.0708 0.313
H 2.8483 3.9057 1.1313 0.260
H 3.8383 -3.5059 -1.7532 0.528
H -3.6246 5.7335 -1.5952 0.419
H -0.5130 -5.9516 -1.9748 0.211
Sb -0.4403 2.5843 0.0322 -1.324
Si -2.6405 3.6117 -0.7817 0.447
H 0.9108 0.2980 -2.3185 -0.352
H -0.8193 -1.7536 -2.9641 0.072
H -7.2293 0.0239 0.7471 0.326
H -2.6511 -4.2583 2.3581 0.565
H 3.1699 1.4076 3.0838 0.356
C -3.2830 2.7134 -2.3042 -0.754
H 2.7983 -2.0451 0.7085 0.494
H -0.3537 0.9744 -3.3554 0.260
N 3.2963 0.0639 -0.7673 -0.066
H 0.2716 -3.1573 2.6984 0.149
N -3.3956 -0.0256 2.5898 -0.229
H 1.3486 1.0289 -3.8783 0.528
C -2.3068 -3.8006 -2.0336 -1.759
H -4.8727 3.8290 0.2825 0.346
C 3.0913 0.4938 1.2752 -0.014
C -6.2101 -0.0308 0.3645 -0.794
H -1.7557 0.2380 2.9052 0.692
S -3.1669 -0.3166 -0.1519 -0.633
H -2.6474 2.9008 -3.1725 0.270
H 2.6541 -2.2063 -1.8302 0.273
H -2.8733 -3.6829 0.6934 0.289
C -2.1865 -3.6872 1.5403 -1.945
C -0.3276 -5.1631 -2.7068 -1.862
H 0.9905 -4.7364 2.3449 0.356
H -2.3708 6.0810 -0.3963 0.249
H 2.0294 -5.7009 0.6423 0.256
C -0.8283 -4.3054 1.2035 2.255
C -5.6191 0.1446 2.8130 -0.165
H 1.9947 3.7397 2.6714 0.309
H 0.7360 -5.1722 -2.9512 0.290
C -0.6738 5.3616 2.3448 -1.179
H -2.6655 -2.8563 -1.6143 0.103
H -0.7411 3.9705 -3.6594 0.215
H -1.6400 5.6693 1.9375 0.240
H -6.6373 0.2431 3.1486 0.402
H 1.5399 5.9676 -0.9372 0.275
N 0.2951 0.0437 2.4708 -0.153
C 0.2902 4.1161 -3.3330 -1.101
H 4.0008 -3.3335 0.6218 0.515
H -6.0176 0.8155 -0.2980 0.211
C 2.1676 -3.8014 -0.4220 1.988
C -0.4669 -2.7389 -3.2802 -1.758
H -0.1262 6.4980 -0.7028 0.240
N 0.8031 1.7864 3.7501 -0.361
H -0.2355 6.2177 2.8693 0.401
C -4.4328 0.1425 3.4737 -1.012
N 2.5931 0.7697 2.5607 0.032
C 0.6780 1.1072 -3.0169 -0.503
H 0.9303 4.0935 -4.2223 0.398
C -0.7896 -3.7949 -2.2205 2.012
H -4.0005 2.4238 0.9364 -0.146
H -0.8741 -5.4288 -3.6248 0.522
Sb 0.0926 -3.0041 -0.3405 1.247
N -5.2981 -0.0178 1.4783 0.349
H 3.4159 -5.5543 -0.4367 0.505
C 2.7609 -3.2902 -1.7349 -1.887
H 2.6232 5.3252 2.1726 0.468
H 2.6086 -3.4946 1.7009 0.290
C 0.0464 -4.1991 2.4531 -1.915
H -3.3274 1.6391 -2.1229 0.027
N 4.3998 0.3981 1.0647 -0.479
H -0.0784 -6.2609 0.5583 0.208
H 2.7924 4.1811 -1.4375 0.274
H -2.6392 -4.6088 -1.3793 0.246
C 1.2596 0.8552 2.8844 0.181
N -0.7572 0.5433 3.1016 0.585
H -3.5816 4.0487 1.4777 0.253
H 1.8064 -5.8546 -1.1041 0.237
H 2.3131 -3.7740 -2.6062 0.345
C -1.0139 -5.7757 0.8407 -1.826
C 2.6718 3.1510 -1.7816 -0.795
C -2.6249 5.4478 -1.2492 -1.178
C -3.9344 -0.1189 1.3713 -0.605
Si 0.5041 4.7645 0.9994 0.521
H 0.6029 -2.6554 -3.4801 0.304
N 4.4870 0.1241 -0.2490 -0.988
N 2.3675 0.3002 0.1837 0.202
H -4.2927 3.0692 -2.5388 0.355
Si 0.8745 2.7569 -2.1489 0.517
H -2.7942 -3.9470 -3.0088 0.561
C 2.9267 -3.1279 0.7231 -2.143
H 3.0764 2.4742 -1.0299 0.127
H -0.4868 -4.6368 3.3094 0.572
H -2.0835 -2.6469 1.8571 0.090
H -1.9151 5.6549 -2.0520 0.286
H -4.2576 0.2543 4.5319 0.435
H 3.2708 3.0222 -2.6888 0.394
H -6.0785 -0.9427 -0.2192 0.258
H -1.4211 -6.3175 1.7081 0.529
H 0.3673 5.1088 -2.8853 0.195
H -0.9686 -2.9992 -4.2241 0.495
N -0.4885 1.5601 3.8630 -0.852
C -3.8951 3.4592 0.6118 -0.500
C 2.3480 -5.3119 -0.3268 -1.800
C 2.1570 4.4000 1.8176 -1.070
Pd -0.7710 -0.7034 0.0682 1.522
C 0.7892 6.2135 -0.1837 -1.144
H -1.7219 -5.9061 0.0211 0.234
H 1.1505 7.0827 0.3770 0.411

(2)
109
Properties=species:S:1:pos:R:3:mulliken_charge:R:1 method="wB97M-V/def2-TZVPD" multiplicity=1 max_force_ev_per_a=2.11 total_energy_ev=-88150.0852 charge=+1 gap_ev=9.116 de_lowest_ev=0.000
H -2.5242 0.6356 9.7194 0.311
H -2.2002 2.9307 -4.0244 -0.238
H 0.8497 -1.3967 6.9691 0.273
H 9.7994 1.0794 -3.6684 0.380
H -0.6036 -1.6835 5.9931 0.194
C -1.1027 -0.9807 0.5564 0.008
O -3.6690 -3.0853 1.1413 -0.634
H -0.1688 3.1365 5.2571 0.577
C -1.3805 0.7453 7.9422 0.937
H -5.8931 -0.6624 -2.1356 0.337
C -2.2176 1.6031 -0.9739 -1.354
I -5.6620 2.7640 1.5710 0.014
H -5.4377 -3.7899 -0.2686 0.156
H -3.0137 2.5343 1.3044 0.160
H 9.0925 -1.8697 -1.5603 0.231
H -3.7898 -2.2780 -3.6275 0.363
H -1.2556 4.2242 -4.7790 0.421
C -1.8145 3.3074 -4.9667 -0.840
C -1.9378 -0.0379 9.1033 -1.322
H -3.0321 -4.7606 2.9025 0.108
N 9.5814 -1.0860 -1.9625 -0.154
N 3.6680 -0.6053 -0.9278 -0.038
H -1.2518 0.2331 -3.2730 0.368
C 10.9656 -1.2746 -2.3595 -0.851
C 4.8965 -0.2589 -3.0158 -0.987
H 11.5682 -1.5652 -1.4984 0.294
C -0.4698 3.7351 -7.5641 -0.888
N -2.1259 -0.8608 -0.3461 -0.144
C 4.3055 -1.8715 -0.6213 -0.934
N -0.0600 -0.0803 0.3801 0.218
H -3.7746 0.6493 -2.9259 0.027
N -5.2283 -4.5055 0.4110 -0.130
H -1.7732 2.6511 4.7080 0.358
H 1.7318 4.7469 2.3327 0.323
C 9.4724 1.2649 -2.6450 -1.323
H 0.5110 4.1893 -7.7055 0.297
O 3.2732 1.2563 -2.1155 -0.671
H 2.6638 3.7158 3.4267 0.320
H -2.1078 -1.7288 -0.8910 0.525
H -1.1335 -0.4599 9.7064 0.358
H -1.1188 4.4547 -7.0785 0.325
H -1.0597 4.1526 4.1021 0.516
H 0.2492 1.2412 -1.1908 0.313
H -0.2953 0.7139 0.9885 -0.189
H 11.0383 -2.0606 -3.1119 0.289
C -3.8421 -5.1766 2.3110 -1.349
H -0.8843 3.4967 -8.5439 0.303
H -1.8457 -2.5204 1.6203 0.616
H -5.8053 -0.6717 -3.8950 0.398
C 8.8268 0.0340 -2.0573 0.788
H -6.1044 -2.1675 -3.0255 0.422
H 5.8791 -0.3742 -2.5442 0.080
H -5.8987 -6.2197 -0.5882 0.311
O -1.5945 1.9367 7.7761 -0.631
H 0.3654 -0.4789 -1.6471 0.380
H -4.2565 2.1357 -1.4175 0.461
H -2.6556 3.5311 -5.6228 0.387
C -6.0139 -5.7287 0.3779 -0.921
C -3.2320 -0.2527 -3.2177 -0.691
H 8.7400 2.0652 -2.6493 0.288
H -0.2579 -0.0959 3.2349 0.567
H 1.2367 2.3417 1.9197 0.081
H -3.6531 3.7601 0.2340 0.526
O -0.7202 1.1724 -5.0266 -0.688
H -3.1153 -0.1891 -4.2974 0.593
H 4.9608 0.4895 -3.7995 0.337
C -1.7137 0.2090 -1.3213 1.586
C -4.2315 -4.1783 1.2502 0.897
N -0.3506 2.5282 -6.7644 -0.204
H -1.6240 1.9441 -0.1256 0.458
C -0.8465 3.1271 4.4040 -1.933
H 3.5602 -2.6672 -0.5543 0.296
C -0.2380 -1.3075 6.9487 -0.820
O -0.7917 1.3883 2.7220 -1.090
H 4.8305 -1.8103 0.3332 0.295
C -0.9242 2.2501 -5.5758 0.847
H 11.3718 -0.3592 -2.7739 0.321
C -5.5528 -1.2316 -2.9975 -1.522
N -1.0554 -1.8780 1.4892 0.029
O 7.6624 0.0381 -1.6770 -0.720
N -0.6149 0.0861 7.0395 -0.061
H 2.9832 -0.2478 -0.2813 0.068
H 5.0227 -2.1283 -1.3920 0.362
H -4.1387 0.8011 -0.2330 0.381
H -0.6472 -1.9151 7.7493 0.389
P 0.3978 -2.0329 2.5220 0.299
C 3.8852 0.2032 -2.0033 0.944
C -3.7014 1.7335 -0.5753 -0.513
H -1.9962 2.2634 -1.8064 0.217
N -1.8733 -0.2903 -2.6659 -0.294
N 0.8891 2.8664 2.7084 -0.018
H 0.2312 1.7829 -7.1142 0.256
H 4.5887 -1.2080 -3.4598 0.355
C -0.2512 2.3859 3.2291 1.091
C -4.0534 -1.4996 -2.9148 0.315
C -0.1793 0.2532 -1.0620 -1.596
O 0.0914 -0.9247 3.6387 -0.330
Cl -0.1739 -3.7146 3.5367 -0.252
H -4.6839 -5.3852 2.9706 0.417
H -3.8383 -1.8918 -1.9227 -0.251
H -3.5047 -6.1092 1.8588 0.403
C 1.6577 4.0230 3.1435 -1.008
H -5.6935 -6.4112 1.1563 0.351
H -0.2730 0.6939 6.3133 0.029
H 10.3304 1.5749 -2.0483 0.377
H -7.0687 -5.4988 0.5260 0.309
H 1.1845 4.4973 3.9945 0.404
H -2.5801 -0.8456 8.7515 0.341
C -3.7809 2.7347 0.5631 -0.989